Formula: C24H31AsHfN2Se2Te2
Source: the Open Molecules 2025 dataset
Level of theory: ωB97M-V with the def2-TZVPD basis set

Properties
largest force on an atom	0.61	eV/Å
HOMO-LUMO gap	6.9	eV
highest occupied orbital energy	-13.8	eV
total charge	+2

Geometry (Å):
Hf 1.838 -0.155 -0.395
Se 2.553 2.272 -0.757
Te 1.801 1.664 -3.102
Te 3.256 -0.554 -3.460
Se 1.695 -2.053 -2.103
C 0.781 -2.499 1.305
N 1.276 -1.125 1.667
C 0.229 -0.486 2.513
C 2.480 -1.272 2.540
C 3.665 -1.702 1.729
N 3.911 -0.702 0.659
C 4.935 -1.276 -0.257
C 4.536 0.510 1.279
H 0.678 -3.086 2.220
H 1.475 -3.002 0.638
H -0.190 -2.424 0.822
H 0.098 -1.074 3.423
H -0.720 -0.458 1.992
H 0.532 0.522 2.784
H 2.258 -1.988 3.332
H 2.669 -0.314 3.020
H 3.499 -2.672 1.264
H 4.550 -1.795 2.359
H 5.836 -1.515 0.316
H 5.187 -0.550 -1.020
H 4.549 -2.178 -0.722
H 5.383 0.200 1.896
H 3.828 1.052 1.902
H 4.887 1.173 0.499
C -3.618 -3.417 0.271
C -2.722 -3.406 -0.790
C -1.960 -2.276 -1.045
C -2.104 -1.137 -0.254
C -2.989 -1.157 0.819
C -3.744 -2.295 1.078
As -0.987 0.415 -0.586
C -1.697 1.804 0.540
C -3.065 2.074 0.494
C -3.587 3.109 1.254
C -2.749 3.882 2.051
C -1.386 3.628 2.081
C -0.859 2.589 1.323
C -1.451 1.090 -2.338
C -1.555 0.256 -3.444
C -1.738 0.804 -4.706
C -1.809 2.184 -4.867
C -1.717 3.014 -3.757
C -1.528 2.469 -2.493
H -4.212 -4.300 0.472
H -2.613 -4.281 -1.420
H -1.245 -2.304 -1.852
H -3.106 -0.293 1.458
H -4.437 -2.297 1.911
H -3.721 1.493 -0.139
H -4.649 3.319 1.218
H -3.162 4.693 2.639
H -0.730 4.241 2.687
H 0.205 2.421 1.326
H -1.505 -0.813 -3.346
H -1.832 0.152 -5.566
H -1.947 2.608 -5.854
H -1.795 4.090 -3.872
H -1.458 3.128 -1.635

---

Formula: C15H9F2NO3S
Source: the Open Molecules 2025 dataset
Level of theory: ωB97M-V with the def2-TZVPD basis set

Properties
largest force on an atom	7.50	eV/Å
HOMO-LUMO gap	8.8	eV
highest occupied orbital energy	-9.0	eV
total charge	0

Geometry (Å):
O 0.497 0.363 -2.841
O 1.374 4.195 -0.444
O 2.891 2.716 -1.437
F 3.802 -3.078 0.504
F -4.074 2.184 0.617
C 0.471 0.972 -1.721
C 1.327 -3.464 0.326
C -3.518 -0.121 1.081
C 0.018 -3.033 0.433
C -2.651 -1.165 1.034
C 2.209 -1.311 0.215
C -1.969 1.543 0.263
C 2.507 -2.666 0.357
C -3.174 1.151 0.680
C -0.120 -1.681 0.478
C -1.320 -0.869 0.599
C 0.872 -0.843 0.131
C -0.992 0.496 0.225
N 0.595 2.340 -1.955
C 0.468 0.559 -0.281
C 1.236 1.676 0.433
S 1.659 2.821 -0.781
H 1.436 -4.566 0.118
H -4.548 -0.363 1.304
H -0.827 -3.618 0.424
H -3.042 -2.155 1.101
H 3.082 -0.804 0.006
H -1.775 2.567 0.018
H 0.812 2.510 -2.925
H 2.179 1.387 0.922
H 0.575 2.254 1.119

---

Formula: C16H18FN2
Source: the Open Molecules 2025 dataset
Level of theory: ωB97M-V with the def2-TZVPD basis set

Properties
largest force on an atom	2.03	eV/Å
ΔE to the lowest compared entry with this formula, charge and spin	0.461	eV
HOMO-LUMO gap	4.6	eV
highest occupied orbital energy	-10.7	eV
total charge	+1

Geometry (Å):
C -1.325 -1.362 2.293
N -0.729 -0.074 1.996
C -1.628 1.061 2.033
N 0.557 0.045 2.324
C 1.265 1.105 2.092
H -2.226 -1.469 1.681
H -0.620 -2.160 2.052
H -1.617 -1.459 3.350
H -2.527 0.774 1.474
H -1.948 1.320 3.058
H -1.175 1.939 1.568
H 2.312 1.113 2.388
H 0.839 1.998 1.605
F 3.599 5.825 3.543
C 4.046 4.934 2.592
C 4.524 5.440 1.386
C 4.989 4.521 0.429
C 4.974 3.161 0.685
C 4.456 2.645 1.912
C 4.431 1.230 2.090
C 4.549 0.475 3.290
C 4.720 -0.942 3.154
C 4.619 -1.783 4.250
C 4.365 -1.246 5.524
C 4.336 0.146 5.698
C 4.519 1.003 4.614
C 3.968 3.575 2.872
H 4.531 6.511 1.202
H 5.352 4.889 -0.530
H 5.355 2.450 -0.050
H 4.600 0.656 1.177
H 4.902 -1.347 2.156
H 4.715 -2.863 4.123
H 4.216 -1.907 6.379
H 4.164 0.570 6.690
H 4.627 2.075 4.773
H 3.497 3.235 3.792

---

Formula: C30H90N18O12
Source: the Open Molecules 2025 dataset
Level of theory: ωB97M-V with the def2-TZVPD basis set

Properties
largest force on an atom	2.41	eV/Å
ΔE to the lowest compared entry with this formula, charge and spin	2.523	eV
SMILES	COC[C@H](C)N.COC[C@H](C)N.COC[C@H](C)N.COC[C@H](C)N.COC[C@H](C)N.COC[C@H](C)N.NC(N)=O.NC(N)=O.NC(N)=O.NC(N)=O.NC(N)=O.NC(N)=O
HOMO-LUMO gap	9.3	eV
highest occupied orbital energy	-9.4	eV
total charge	0

Geometry (Å):
C 0.835 -5.682 -1.100
O 1.727 -5.394 -0.029
C 1.205 -5.694 1.218
C 1.783 -4.872 2.378
C 1.154 -5.168 3.705
N 1.706 -3.410 2.061
H 1.410 -5.861 -2.003
H 0.138 -4.851 -1.221
H 0.261 -6.582 -0.851
H 0.106 -5.674 1.367
H 1.377 -6.779 1.344
H 2.852 -5.108 2.321
H 0.130 -4.797 3.783
H 1.759 -4.835 4.545
H 1.020 -6.244 3.894
H 0.826 -3.298 1.546
H 2.409 -3.260 1.339
C 6.071 0.886 -1.110
O 6.789 1.395 -2.207
C 5.957 1.757 -3.291
C 6.470 3.067 -3.864
C 6.149 4.265 -3.008
N 5.910 3.303 -5.217
H 5.283 0.196 -1.421
H 5.590 1.693 -0.533
H 6.814 0.460 -0.439
H 6.116 0.967 -4.035
H 4.893 1.787 -3.034
H 7.551 2.984 -3.994
H 6.501 4.323 -1.977
H 5.077 4.429 -3.078
H 6.679 5.124 -3.438
H 5.719 2.387 -5.646
H 4.911 3.549 -5.125
C -0.475 2.303 0.320
O 0.282 1.521 -0.577
C 0.037 0.149 -0.479
C 1.110 -0.630 -1.244
C 1.456 -0.124 -2.642
N 0.792 -2.066 -1.381
H -1.546 2.219 0.113
H -0.114 3.330 0.234
H -0.289 2.070 1.381
H 0.103 -0.190 0.568
H -0.961 -0.122 -0.854
H 1.957 -0.690 -0.551
H 1.162 0.921 -2.756
H 0.812 -0.627 -3.359
H 2.523 -0.214 -2.821
H 0.292 -2.350 -0.534
H 0.135 -2.204 -2.147
C -1.816 3.588 -2.703
O -2.703 2.820 -3.481
C -2.887 1.523 -2.952
C -3.233 0.493 -4.011
C -4.710 0.602 -4.430
N -2.958 -0.915 -3.558
H -1.947 3.358 -1.638
H -1.959 4.630 -2.966
H -0.749 3.333 -2.804
H -1.899 1.224 -2.556
H -3.613 1.494 -2.130
H -2.675 0.643 -4.939
H -4.818 1.392 -5.177
H -5.326 0.955 -3.594
H -5.152 -0.318 -4.806
H -2.626 -0.751 -2.592
H -3.841 -1.355 -3.287
C 0.703 0.897 5.708
O -0.591 1.174 5.241
C -1.445 0.046 5.188
C -2.797 0.239 4.538
C -2.583 1.177 3.340
N -3.868 0.849 5.326
H 0.630 0.761 6.797
H 1.309 1.786 5.570
H 1.155 -0.001 5.275
H -0.928 -0.781 4.702
H -1.575 -0.173 6.262
H -3.150 -0.707 4.124
H -1.977 0.653 2.592
H -2.074 2.102 3.618
H -3.515 1.485 2.862
H -3.798 1.862 5.248
H -3.723 0.697 6.325
C -6.973 -3.447 2.302
O -6.452 -2.259 1.799
C -5.451 -2.491 0.817
C -4.679 -1.211 0.556
C -5.580 -0.170 -0.138
N -3.564 -1.469 -0.373
H -7.845 -3.287 2.929
H -6.251 -3.913 3.000
H -7.128 -4.204 1.526
H -4.773 -3.319 1.059
H -6.046 -2.746 -0.077
H -4.306 -0.729 1.461
H -6.134 -0.634 -0.954
H -4.938 0.657 -0.442
H -6.281 0.302 0.556
H -3.874 -2.029 -1.162
H -2.785 -1.977 0.074
N 2.388 1.557 1.504
C 3.151 2.662 1.847
N 4.525 2.488 1.903
O 2.572 3.764 1.948
H 1.499 1.881 1.131
H 2.696 0.615 1.393
H 5.162 3.238 2.084
H 4.878 1.554 1.839
N 3.944 -3.723 -2.179
C 4.623 -2.980 -1.224
N 3.759 -2.461 -0.246
O 5.839 -2.881 -1.168
H 3.038 -4.095 -1.976
H 4.442 -3.856 -3.038
H 4.154 -1.883 0.478
H 2.849 -2.143 -0.548
N -1.368 -2.898 -5.320
C 0.015 -2.930 -5.525
N 0.593 -1.660 -5.540
O 0.645 -3.976 -5.700
H -1.870 -3.757 -5.398
H -1.739 -2.081 -4.845
H 1.494 -1.549 -5.962
H 0.026 -0.853 -5.388
N 0.568 3.761 3.927
C -0.220 4.855 4.223
N 0.153 6.018 3.558
O -1.124 4.817 5.034
H 1.302 3.759 3.206
H 0.425 2.972 4.548
H -0.359 6.876 3.572
H 0.974 6.060 2.981
N -1.131 -2.415 2.962
C -1.497 -3.167 1.869
N -2.271 -4.273 2.193
O -1.202 -2.872 0.712
H -0.442 -1.692 2.927
H -1.360 -2.883 3.816
H -2.382 -4.949 1.458
H -2.477 -4.543 3.132
N 0.721 7.020 -0.890
C -0.650 6.809 -0.984
N -1.133 6.063 0.094
O -1.369 7.338 -1.831
H 1.050 7.611 -1.635
H 1.395 6.704 -0.228
H -2.104 6.013 0.321
H -0.437 5.870 0.789

---

Formula: HN2O5
Source: the Open Molecules 2025 dataset
Level of theory: ωB97M-V with the def2-TZVPD basis set

Properties
largest force on an atom	4.55	eV/Å
ΔE to the lowest compared entry with this formula, charge and spin	1.591	eV
HOMO-LUMO gap	8.5	eV
highest occupied orbital energy	-4.1	eV
total charge	-1

Geometry (Å):
N -1.587 -0.181 -0.084
N 1.569 0.212 0.060
O -2.467 -0.538 0.682
O 0.800 1.122 0.085
O 2.748 0.388 -0.155
O -0.729 -0.877 -0.543
O 1.173 -0.958 0.242
H -1.507 0.832 -0.286